Entry 1
DFT (wB97M-V/def2-TZVPD) results for a 2-piece molecular cluster, C4H8N4O2 overall.

Last columns: bonded neighbours and bond lengths (Å).
Geometry (Å):
1 C 0.875 0.698 2.315  N5 1.297, N8 1.337, H11 1.085
2 C 0.741 -1.063 -2.013  C3 1.582, H12 1.048, H13 1.064, H14 1.056
3 C -0.418 -1.558 -1.056  C2 1.582, C4 1.603, H15 1.056, H16 1.025
4 C -1.159 -0.330 -0.342  C3 1.603, O9 1.245, O10 1.292
5 N 1.565 1.788 2.448  C1 1.297, N6 1.259
6 N 1.087 2.594 1.607  N5 1.259, N7 1.410
7 N 0.096 1.906 0.878  N6 1.410, N8 1.293, H17 1.114
8 N 0.096 0.661 1.230  C1 1.337, N7 1.293
9 O -1.231 0.815 -0.827  C4 1.245
10 O -1.998 -0.694 0.571  C4 1.292, H18 0.971
11 H 1.044 -0.195 2.907  C1 1.085
12 H 1.152 -1.860 -2.556  C2 1.048
13 H 1.580 -0.892 -1.383  C2 1.064
14 H 0.520 -0.160 -2.514  C2 1.056
15 H -1.268 -1.873 -1.599  C3 1.056
16 H -0.037 -2.266 -0.420  C3 1.025
17 H -0.304 2.262 -0.099  N7 1.114
18 H -2.342 0.168 0.853  O10 0.971

Computed properties:
- SMILES string = c1nn[nH]n1.CCC(=O)O
- Kohn-Sham gap (eV) = 11.2
- E_LUMO (eV) = 0.717

Results of the Mulliken charge analysis, in e, for atoms 1 through 5: -0.177 -1.202 -0.578 0.772 -0.250

=====

Entry 2
DFT (wB97M-V/def2-TZVPD) results for a single C4H8N4O2 molecule.

Last columns: bonded neighbours and bond lengths (Å).
Geometry (Å):
1 C -0.286 1.436 1.158  C2 1.566, N14 1.336, O17 1.232
2 C -0.733 0.407 0.066  C1 1.566, C3 1.331, H8 1.134
3 C 0.250 -0.056 -0.704  C2 1.331, C4 1.484, H9 1.149
4 C 0.211 -1.247 -1.588  C3 1.484, N15 1.405, O18 1.202
5 H -2.447 0.318 2.179  N13 1.050
6 H -3.040 1.709 1.402  N13 1.047
7 H -0.930 2.409 2.898  N14 1.035
8 H -1.862 0.306 0.097  C2 1.134
9 H 1.201 0.587 -0.692  C3 1.149
10 H 1.314 -2.146 -2.907  N15 1.023
11 H 2.440 -2.005 -0.411  N16 0.972
12 H 3.395 -1.400 -1.581  N16 1.028
13 N -2.483 1.366 2.220  H5 1.050, H6 1.047, N14 1.400
14 N -1.178 1.847 2.066  C1 1.336, H7 1.035, N13 1.400
15 N 1.476 -1.470 -2.156  C4 1.405, H10 1.023, N16 1.389
16 N 2.533 -1.920 -1.374  H11 0.972, H12 1.028, N15 1.389
17 O 0.904 1.755 1.190  C1 1.232
18 O -0.764 -1.894 -1.863  C4 1.202

Computed properties:
- SMILES string = NNC(=O)/C=C/C(=O)NN
- Kohn-Sham gap (eV) = 8.7
- E_LUMO (eV) = -0.424

Results of the Mulliken charge analysis, in e, for atoms 1 through 5: 0.490 -0.203 -0.212 0.179 0.307

=====

Least stable structure: entry 2